This record from the Open Molecules 2025 dataset describes 12 unconnected molecules or ions with the total composition C27H62O30S5. The level of theory is ωB97M-V/def2-TZVPD.

ORCA input file:
```
! RIJCOSX wB97M-V def2-TZVPD def2/J DEFGRID3
* xyz 0 1
C -5.428 10.795 0.561
C -4.185 11.433 1.123
O -4.511 12.787 1.312
S -3.425 13.716 2.211
C -3.978 13.185 3.837
O -2.009 13.348 2.026
O -3.875 15.126 2.052
H -5.612 11.185 -0.440
H -6.344 10.730 1.148
H -5.096 9.765 0.432
H -3.817 10.930 2.018
H -3.383 11.415 0.384
H -3.149 13.408 4.509
H -4.057 12.099 3.784
H -4.847 13.690 4.258
C 7.074 -10.067 -0.911
C 5.731 -9.549 -0.430
O 5.712 -8.220 -0.796
S 4.675 -7.197 -0.012
C 5.587 -6.755 1.443
O 4.514 -5.991 -0.829
O 3.534 -8.019 0.359
H 7.156 -10.169 -1.993
H 7.121 -11.104 -0.577
H 7.936 -9.423 -0.740
H 4.981 -10.217 -0.854
H 5.828 -9.601 0.654
H 6.397 -7.474 1.564
H 4.960 -6.795 2.334
H 6.012 -5.755 1.348
C 7.851 6.954 0.266
C 8.253 6.508 1.684
O 7.433 5.451 2.085
S 7.913 3.904 2.369
C 8.468 4.274 4.092
O 6.672 3.088 2.406
O 8.976 3.633 1.456
H 8.089 6.192 -0.476
H 8.330 7.891 -0.019
H 6.834 7.332 0.161
H 9.328 6.325 1.662
H 8.183 7.441 2.243
H 8.427 3.351 4.670
H 7.785 5.014 4.509
H 9.486 4.665 4.074
C -3.635 -7.172 -4.585
C -2.698 -8.240 -4.149
O -2.824 -9.312 -5.109
S -1.596 -9.514 -6.220
C -0.307 -10.061 -5.112
O -1.827 -10.733 -6.993
O -1.200 -8.178 -6.788
H -3.704 -7.123 -5.671
H -3.212 -6.246 -4.196
H -4.681 -7.258 -4.289
H -1.675 -7.888 -4.019
H -3.075 -8.660 -3.217
H -0.217 -9.236 -4.405
H 0.601 -10.372 -5.629
H -0.968 -10.776 -4.622
C -8.509 -0.074 2.245
C -8.759 -1.108 1.106
O -9.025 -2.388 1.675
S -8.522 -3.771 0.947
C -9.712 -3.525 -0.558
O -7.128 -3.592 0.492
O -8.858 -4.903 1.789
H -8.452 0.914 1.789
H -7.565 -0.232 2.767
H -9.235 0.059 3.047
H -9.661 -0.829 0.562
H -7.843 -1.098 0.514
H -10.743 -3.584 -0.207
H -9.547 -4.337 -1.266
H -9.474 -2.575 -1.036
O -3.750 -2.556 6.322
C -3.020 -3.455 5.769
O -2.428 -3.361 4.598
C -1.919 -4.580 4.273
C -1.722 -5.215 5.680
O -2.761 -4.576 6.344
H -2.639 -5.098 3.639
H -0.912 -4.604 3.859
H -0.785 -4.967 6.178
H -1.821 -6.300 5.685
O 5.950 -0.880 -7.443
C 5.176 -1.821 -7.289
O 3.888 -1.719 -7.057
C 3.210 -2.885 -7.208
C 4.308 -3.888 -7.120
O 5.421 -3.116 -7.519
H 2.554 -2.889 -6.337
H 2.641 -2.967 -8.134
H 4.178 -4.727 -7.804
H 4.350 -4.260 -6.096
O 4.960 8.662 6.282
C 4.025 8.450 5.468
O 3.878 8.933 4.218
C 2.803 8.482 3.465
C 2.204 7.448 4.477
O 3.063 7.587 5.634
H 2.123 9.274 3.154
H 3.038 7.917 2.563
H 2.108 6.409 4.160
H 1.205 7.792 4.747
O -2.917 2.523 -0.306
C -2.046 1.734 -0.476
O -0.812 1.871 -0.038
C -0.167 0.664 -0.126
C -0.921 0.012 -1.225
O -2.190 0.577 -1.164
H 0.916 0.773 -0.173
H -0.293 0.087 0.790
H -0.993 -1.045 -0.966
H -0.479 0.199 -2.203
O 2.474 -1.055 5.108
H 2.811 -0.676 4.297
H 2.716 -0.425 5.787
O -2.571 2.790 -6.565
H -2.053 2.724 -7.367
H -3.412 3.147 -6.852
O -7.176 0.189 -4.325
H -7.472 1.096 -4.250
H -6.221 0.243 -4.272
*
```

Computed properties:
- Molecular weight: 1027.10 g/mol
- Energy relative to the best compared isomer or geometry (same formula, charge and spin): 146.3 kcal/mol
- LUMO: -0.006 hartree

=====

This record from the Open Molecules 2025 dataset describes a molecular structure, C27H63BeN2O14P3. The level of theory is ωB97M-V/def2-TZVPD.

ORCA input file:
```
! RIJCOSX wB97M-V def2-TZVPD def2/J DEFGRID3
* xyz 0 1
Be 27.674 11.960 -16.397
C 24.570 6.470 -14.115
C 24.594 5.676 -15.429
C 24.027 4.242 -15.140
C 22.481 4.410 -15.055
C 21.959 5.056 -16.305
C 22.431 6.499 -16.579
N 23.933 6.446 -16.532
O 24.559 7.636 -17.019
C 21.812 7.537 -15.606
C 21.966 6.842 -18.063
C 26.088 5.343 -15.821
H 25.425 6.233 -13.483
H 23.752 6.363 -13.403
H 24.669 7.555 -14.147
H 24.472 3.816 -14.241
H 24.249 3.637 -16.020
H 22.257 5.056 -14.207
H 22.051 3.413 -14.952
H 20.878 5.194 -16.330
H 22.356 4.449 -17.118
H 22.028 8.577 -15.848
H 22.304 7.557 -14.633
H 20.766 7.263 -15.469
H 22.308 7.818 -18.408
H 20.881 6.745 -18.093
H 22.231 6.025 -18.733
H 26.839 6.133 -15.824
H 26.245 4.948 -16.824
H 26.555 4.582 -15.196
C 30.701 12.587 -22.189
C 32.004 11.685 -22.182
C 33.201 12.769 -22.370
C 34.534 12.084 -22.338
C 34.729 11.265 -21.017
C 33.580 10.250 -20.639
N 32.269 10.957 -20.829
O 31.101 10.367 -20.199
C 33.773 9.858 -19.182
C 33.822 9.024 -21.596
C 31.822 10.679 -23.359
H 29.789 12.018 -22.004
H 30.639 13.104 -23.146
H 30.831 13.306 -21.380
H 33.218 13.654 -21.733
H 33.258 13.206 -23.367
H 35.402 12.694 -22.590
H 34.386 11.272 -23.049
H 34.914 11.998 -20.232
H 35.652 10.708 -21.178
H 34.845 9.805 -18.994
H 33.317 8.876 -19.053
H 33.368 10.649 -18.551
H 34.590 8.550 -20.984
H 34.302 9.253 -22.547
H 32.972 8.347 -21.682
H 31.239 11.089 -24.184
H 31.519 9.674 -23.067
H 32.747 10.380 -23.853
C 22.021 14.542 -18.561
O 22.397 15.498 -19.556
P 23.897 16.228 -19.382
O 24.840 15.426 -18.586
O 24.391 16.577 -20.903
C 25.372 17.622 -21.063
O 23.535 17.646 -18.804
C 23.057 17.846 -17.482
H 20.978 14.238 -18.658
H 22.155 15.035 -17.598
H 22.741 13.730 -18.659
H 26.256 17.227 -21.564
H 25.808 18.059 -20.165
H 24.936 18.466 -21.598
H 23.163 18.901 -17.228
H 23.545 17.196 -16.757
H 21.995 17.681 -17.299
C 33.599 9.959 -10.230
O 32.647 10.276 -11.212
P 31.572 9.167 -11.676
O 30.525 9.711 -12.542
O 32.516 7.906 -12.325
C 32.081 6.623 -12.075
O 31.034 8.564 -10.307
C 30.091 9.337 -9.542
H 33.045 9.539 -9.391
H 34.009 10.863 -9.780
H 34.313 9.160 -10.430
H 32.317 6.076 -12.988
H 31.052 6.398 -11.793
H 32.510 6.059 -11.246
H 29.834 10.293 -9.998
H 30.507 9.377 -8.535
H 29.125 8.832 -9.518
C 30.742 17.586 -13.561
O 31.235 18.197 -14.748
P 30.657 17.629 -16.156
O 30.381 16.170 -16.224
O 29.453 18.635 -16.585
C 29.658 20.067 -16.686
O 31.756 18.004 -17.197
C 33.125 17.693 -17.157
H 30.603 16.557 -13.892
H 29.860 18.027 -13.097
H 31.549 17.690 -12.836
H 29.093 20.361 -17.570
H 30.693 20.351 -16.876
H 29.264 20.367 -15.715
H 33.747 18.485 -17.573
H 33.326 16.792 -17.736
H 33.404 17.503 -16.120
*
```

Computed properties:
- Molecular weight: 741.74 g/mol
- Energy relative to the best compared isomer or geometry (same formula, charge and spin): 0.0 kcal/mol
- LUMO: -0.121 hartree

=====

This record from the Open Molecules 2025 dataset describes 11 unconnected molecules or ions with the total composition C27H63F3N20O13Si. The level of theory is ωB97M-V/def2-TZVPD.

ORCA input file:
```
! RIJCOSX wB97M-V def2-TZVPD def2/J DEFGRID3
* xyz 0 1
C -7.041 -5.039 -2.073
C -6.372 -3.680 -2.377
C -5.690 -3.173 -1.096
F -6.501 -2.276 -0.430
C -4.259 -2.696 -1.313
O -3.790 -2.439 -2.623
C -2.454 -2.228 -2.361
O -1.568 -2.560 -3.070
O -2.343 -1.593 -1.153
C -3.644 -1.542 -0.518
C -4.056 -0.066 -0.738
F -3.516 0.480 -1.854
F -5.392 0.134 -0.821
C -3.557 0.757 0.489
C -2.108 1.337 0.402
Si -1.275 1.217 2.121
C -2.429 1.693 3.544
C 0.262 2.334 2.149
C -0.627 -0.562 2.225
C -1.524 -1.597 2.166
C -1.120 -2.895 2.187
C 0.215 -3.125 2.278
C 1.129 -2.132 2.380
C 0.700 -0.831 2.352
H -7.354 -5.546 -2.984
H -6.305 -5.700 -1.607
H -7.878 -4.947 -1.380
H -5.647 -3.889 -3.160
H -7.132 -2.986 -2.729
H -5.621 -4.049 -0.449
H -3.662 -3.566 -1.001
H -3.661 -1.912 0.502
H -3.719 0.200 1.410
H -4.212 1.629 0.502
H -1.479 0.753 -0.265
H -2.128 2.392 0.129
H -3.374 2.061 3.139
H -1.972 2.544 4.055
H -2.568 0.897 4.272
H 0.683 2.404 3.150
H 1.006 1.913 1.476
H -0.049 3.319 1.794
H -2.584 -1.381 2.098
H -1.834 -3.691 2.119
H 0.563 -4.151 2.270
H 2.184 -2.335 2.473
H 1.441 -0.050 2.433
N 4.014 5.589 2.095
C 3.504 4.562 1.338
N 3.457 4.812 0.012
O 3.129 3.512 1.850
H 4.333 6.457 1.707
H 4.065 5.451 3.088
H 3.085 4.095 -0.587
H 3.774 5.677 -0.397
N 6.527 3.276 2.072
C 7.696 3.924 2.339
N 8.830 3.211 2.066
O 7.732 5.064 2.787
H 6.479 2.344 1.704
H 5.670 3.769 2.257
H 9.708 3.659 2.250
H 8.825 2.279 1.696
N -3.465 -5.846 5.528
C -3.049 -5.656 4.243
N -3.628 -6.475 3.317
O -2.217 -4.812 3.934
H -4.144 -6.532 5.808
H -3.058 -5.256 6.228
H -3.343 -6.361 2.363
H -4.314 -7.173 3.534
N -2.628 -0.637 -5.269
C -3.448 -0.829 -6.345
N -3.618 0.270 -7.152
O -3.991 -1.891 -6.576
H -2.173 0.230 -5.065
H -2.482 -1.419 -4.658
H -4.214 0.163 -7.950
H -3.184 1.156 -6.985
N -0.505 2.276 -4.591
C 0.670 2.932 -4.796
N 0.680 3.810 -5.837
O 1.646 2.747 -4.090
H -1.323 2.414 -5.152
H -0.538 1.624 -3.827
H 1.535 4.309 -6.008
H -0.110 3.981 -6.429
N 4.589 -0.689 -5.311
C 5.244 0.160 -4.458
N 4.529 1.252 -4.072
O 6.384 -0.052 -4.074
H 3.654 -0.536 -5.637
H 5.085 -1.504 -5.615
H 4.977 1.895 -3.446
H 3.590 1.446 -4.375
N 7.363 6.733 0.104
C 6.466 7.238 -0.774
N 6.729 8.496 -1.238
O 5.482 6.593 -1.122
H 8.180 7.224 0.417
H 7.186 5.810 0.460
H 6.079 8.889 -1.892
H 7.530 9.033 -0.963
N -4.455 -8.672 9.538
C -3.936 -7.912 8.530
N -2.654 -7.486 8.723
O -4.573 -7.636 7.526
H -3.951 -8.911 10.370
H -5.395 -9.001 9.426
H -2.241 -6.929 7.998
H -2.112 -7.701 9.538
N 10.444 10.500 -2.626
C 10.514 9.143 -2.454
N 10.383 8.411 -3.601
O 10.678 8.629 -1.363
H 10.308 10.943 -3.514
H 10.537 11.070 -1.807
H 10.429 7.412 -3.514
H 10.245 8.815 -4.507
N -7.039 -7.872 -0.478
C -6.412 -7.265 0.573
N -7.074 -6.194 1.106
O -5.338 -7.648 1.005
H -7.920 -7.574 -0.849
H -6.578 -8.661 -0.892
H -6.640 -5.725 1.880
H -7.957 -5.861 0.768
*
```

Computed properties:
- Molecular weight: 961.01 g/mol
- LUMO: 0.007 hartree